[1]
Below is a cluster of 3 separate species, C20H27F16IN3O5 in total, with properties calculated with wB97M-V/def2-TZVPD.

As for the charge: +1.

Positions of all 72 atoms, in Å:
C -5.794 2.738 -2.329
C -4.741 1.668 -1.923
O -4.003 1.149 -3.031
C -2.754 0.633 -2.577
C -2.881 -0.749 -1.828
C -2.444 -0.736 -0.325
O -3.471 -0.019 0.393
N -4.488 -0.845 0.829
O -4.954 -0.365 1.801
C -1.168 0.114 0.076
N -0.683 -0.394 1.180
C 0.500 0.233 1.810
N 0.347 0.416 3.275
C -0.976 1.000 3.619
C -1.460 -1.585 1.642
C -1.929 -2.102 0.238
I -3.148 -3.875 0.104
H -6.171 3.200 -1.382
H -5.340 3.566 -2.923
H -6.682 2.329 -2.851
H -5.257 0.848 -1.357
H -4.026 2.140 -1.196
H -2.179 1.409 -2.021
H -2.178 0.434 -3.513
H -3.957 -1.044 -1.875
H -2.299 -1.518 -2.378
H -0.737 1.006 -0.410
H 1.412 -0.344 1.539
H 0.559 1.265 1.383
H 1.021 1.151 3.496
H -1.538 1.430 2.757
H -0.887 1.814 4.375
H -1.586 0.193 4.089
H -2.306 -1.344 2.322
H -0.758 -2.247 2.195
H -0.993 -2.358 -0.313
C 2.844 3.872 -3.367
C 2.349 3.272 -2.027
C 1.816 1.835 -2.041
F 0.740 1.669 -2.822
F 1.418 1.478 -0.779
F 1.443 4.110 -1.480
F 3.420 3.270 -1.188
O 1.962 4.733 -4.106
C 1.013 4.199 -4.992
C -0.429 4.476 -4.548
F -0.684 3.993 -3.313
F -1.298 3.883 -5.394
F 1.258 2.894 -5.202
F 1.216 4.807 -6.170
H 3.665 4.536 -3.092
H 3.299 3.118 -4.011
H 2.587 1.131 -2.362
H -0.624 5.550 -4.537
C 2.452 -5.018 3.436
C 3.359 -5.418 2.244
C 4.866 -5.553 2.499
F 5.441 -4.411 2.906
F 5.490 -5.905 1.350
F 3.117 -4.572 1.215
F 2.929 -6.643 1.838
O 2.041 -3.642 3.569
C 2.855 -2.702 4.223
C 3.356 -1.605 3.276
F 4.039 -2.107 2.233
F 4.190 -0.760 3.917
F 3.843 -3.324 4.874
F 2.087 -2.131 5.167
H 1.510 -5.540 3.258
H 2.817 -5.418 4.382
H 5.068 -6.328 3.243
H 2.519 -1.031 2.882



[2]
Below is a cluster of 3 separate species, C20H27FNO11PS3 in total, with properties calculated with wB97M-V/def2-TZVPD.

As for the energy above the lowest of the compared OMol25 structures with the same formula, charge and spin: 172.6 kcal per mole. The SMILES is O=[PH2]c1cc2c(cc1S(=O)(=O)F)C(=O)N(CCCC(=O)O)C2=O.O=S1(=O)CCCC1.O=S1(=O)CCCC1.

Positions of all 64 atoms, in Å:
O 6.488 0.641 -4.007
P 6.588 -0.345 -2.832
C 4.915 -0.658 -1.961
C 3.902 -1.743 -2.475
C 2.594 -1.937 -1.668
C 2.357 -1.059 -0.407
C 3.324 0.032 0.093
C 4.633 0.243 -0.705
S 5.770 1.571 -0.089
O 4.988 2.362 0.946
O 6.968 1.001 0.626
F 6.208 2.657 -1.278
C 0.962 -1.594 0.150
O 0.584 -1.371 1.319
N 0.370 -2.365 -0.941
C -0.961 -1.946 -1.467
C -0.994 -0.492 -2.152
C -1.881 0.588 -1.330
C -1.408 0.771 0.181
O -0.398 1.484 0.445
O -2.112 0.168 1.269
C 1.349 -2.919 -1.875
O 1.278 -3.922 -2.619
H 7.511 0.118 -1.813
H 7.087 -1.643 -3.228
H 4.101 -2.383 -3.399
H 3.032 0.610 1.028
H -1.741 -1.956 -0.618
H -1.328 -2.713 -2.249
H -1.537 -0.610 -3.167
H 0.040 -0.080 -2.399
H -2.997 0.352 -1.330
H -1.775 1.621 -1.838
H -1.452 0.106 2.006
C -0.966 5.120 2.487
C 0.461 5.629 2.697
C 1.024 5.998 1.323
S -0.381 6.454 0.313
O -0.516 5.485 -0.750
O -0.345 7.877 0.060
C -1.627 6.119 1.546
H -1.510 5.037 3.430
H -0.940 4.128 2.022
H 0.440 6.517 3.338
H 1.087 4.883 3.192
H 1.714 6.841 1.384
H 1.517 5.147 0.851
H -2.527 5.730 1.069
H -1.848 7.057 2.060
C -4.808 -5.585 1.673
C -3.384 -5.067 1.885
C -2.817 -4.708 0.511
S -4.220 -4.268 -0.510
O -4.346 -5.247 -1.564
O -4.189 -2.846 -0.776
C -5.469 -4.597 0.720
H -5.356 -5.661 2.614
H -4.776 -6.580 1.218
H -3.412 -4.174 2.518
H -2.757 -5.806 2.390
H -2.131 -3.862 0.567
H -2.318 -5.561 0.048
H -6.365 -4.994 0.244
H -5.697 -3.656 1.225



[3]
Below is a structure of composition C20H27N3O4, with properties calculated with wB97M-V/def2-TZVPD.

As for the energy above the lowest of the compared OMol25 structures with the same formula, charge and spin: 472.3 kcal per mole.

Positions of all 54 atoms, in Å:
C -4.892 -0.445 -0.196
H -5.509 -0.782 -1.032
H -5.307 0.200 0.479
H -4.398 -1.353 0.132
O -4.001 0.194 -1.118
C -3.052 0.836 -0.205
C -2.210 1.603 -0.818
C -1.063 2.362 -0.504
C -0.857 2.163 0.895
C -1.631 1.282 1.698
C -2.822 0.929 1.114
H -3.515 0.206 1.592
H -1.482 0.963 2.644
O 0.294 2.870 1.557
C 0.744 2.356 2.651
H -0.038 2.543 3.702
H 1.687 2.803 3.005
H 0.984 1.257 2.859
C 0.028 3.286 -1.251
C 1.122 2.424 -1.292
N 1.468 1.744 -2.570
N 2.533 1.174 -2.025
C 2.919 1.448 -0.886
O 1.950 2.210 -0.221
C 4.025 0.975 -0.349
H 5.068 1.048 -0.592
H 3.990 1.110 0.865
C 3.922 -0.550 0.044
H 4.631 -1.090 0.816
C 2.653 -1.101 0.924
O 2.530 -0.589 1.966
N 1.649 -1.871 0.146
C 1.504 -1.994 -1.128
H 2.338 -1.859 -1.721
H 1.265 -3.163 -1.335
C 0.326 -0.995 -1.612
C -1.022 -1.936 -1.833
C -1.318 -2.747 -0.131
H -0.910 -3.724 -0.491
C -0.875 -2.015 0.978
C 0.788 -2.567 1.299
H 0.699 -3.503 1.272
H 0.873 -2.248 2.189
H -1.371 -2.674 1.762
H -0.998 -1.001 0.797
H -2.240 -2.959 -0.308
H -1.001 -2.718 -2.483
H -1.708 -1.349 -1.750
H 0.523 -0.751 -2.763
H 0.068 -0.246 -0.968
H 3.981 -1.158 -0.936
H 0.208 4.121 -0.678
H -0.316 3.498 -2.253
H -2.235 1.780 -1.940



[4]
Below is the molecule C20H27N3O4S, with properties calculated with wB97M-V/def2-TZVPD.

As for the energy above the lowest of the compared OMol25 structures with the same formula, charge and spin: 16.1 kcal per mole. The SMILES is CCCCNC(=S)N(CCCO)Cc1cc2cc3c(cc2[nH]c1=O)OCCO3.

Positions of all 55 atoms, in Å:
C -6.339 -2.788 1.243
C -5.665 -1.588 0.590
C -5.012 -1.959 -0.740
C -4.312 -0.765 -1.383
N -3.203 -0.343 -0.562
C -2.854 0.942 -0.390
N -1.842 1.221 0.478
C -1.271 2.552 0.501
H -0.676 2.655 1.409
H -2.083 3.283 0.528
C -0.384 2.836 -0.718
C 0.568 3.998 -0.437
H 0.015 4.846 -0.029
H 1.054 4.315 -1.370
O 1.540 3.675 0.534
H 2.081 2.955 0.191
H 0.200 1.943 -0.962
H -1.012 3.074 -1.576
C -1.265 0.244 1.382
C 0.053 -0.285 0.875
C 1.230 0.327 1.150
C 2.463 -0.128 0.602
C 3.683 0.518 0.830
C 4.850 0.042 0.272
C 4.823 -1.128 -0.516
C 3.620 -1.762 -0.771
C 2.439 -1.268 -0.227
N 1.235 -1.877 -0.462
C 0.021 -1.468 0.027
O -0.991 -2.103 -0.252
H 1.219 -2.707 -1.045
H 3.622 -2.646 -1.389
O 5.957 -1.668 -1.043
C 7.151 -1.149 -0.493
C 7.060 0.370 -0.376
H 7.972 0.791 0.047
O 6.012 0.728 0.499
H 6.881 0.801 -1.371
H 7.955 -1.450 -1.165
H 7.319 -1.582 0.502
H 3.725 1.401 1.447
H 1.254 1.194 1.794
H -1.111 0.733 2.350
H -1.967 -0.580 1.522
S -3.652 2.178 -1.166
H -2.529 -1.077 -0.354
H -4.998 0.079 -1.481
H -3.956 -1.037 -2.385
H -5.771 -2.333 -1.429
H -4.280 -2.755 -0.579
H -6.403 -0.802 0.419
H -4.905 -1.186 1.263
H -7.113 -3.190 0.594
H -5.613 -3.575 1.437
H -6.797 -2.503 2.187



[5]
Below is the molecule C20H27N3O4S, with properties calculated with wB97M-V/def2-TZVPD.

As for the energy above the lowest of the compared OMol25 structures with the same formula, charge and spin: 64.3 kcal per mole. The SMILES is CCN(CC)S(=O)(=O)c1ccc(N2CCc3cc(OC)c(OC)cc3C2)nc1.

Positions of all 55 atoms, in Å:
C 5.477 1.567 -0.856
H 5.913 2.562 -0.901
H 4.424 1.659 -0.604
C 6.207 0.742 0.206
N 5.623 -0.547 0.469
S 4.496 -0.682 1.675
O 4.745 0.360 2.630
O 4.491 -2.047 2.120
C 2.933 -0.352 0.889
C 2.251 -1.344 0.214
N 1.113 -1.138 -0.416
C 0.567 0.090 -0.411
N -0.570 0.228 -1.133
C -1.173 -0.933 -1.751
H -1.650 -0.608 -2.681
C -2.217 -1.525 -0.807
C -3.174 -0.454 -0.363
C -2.829 0.886 -0.452
C -3.737 1.843 -0.028
C -4.984 1.516 0.488
C -5.334 0.155 0.582
C -4.418 -0.794 0.154
H -4.665 -1.842 0.215
O -6.570 -0.172 1.085
C -6.911 -1.529 1.212
H -6.224 -2.059 1.880
H -7.910 -1.536 1.647
H -6.939 -2.033 0.241
O -5.736 2.597 0.841
C -6.978 2.451 1.491
H -7.713 1.952 0.855
H -7.309 3.469 1.697
H -6.882 1.903 2.430
H -3.493 2.893 -0.090
C -1.496 1.327 -1.016
H -1.659 1.756 -2.016
H -1.089 2.114 -0.383
H -1.702 -1.940 0.065
H -2.755 -2.338 -1.296
H -0.390 -1.657 -1.968
C 1.195 1.159 0.267
C 2.381 0.924 0.918
H 2.893 1.700 1.466
H 0.769 2.149 0.277
H 2.633 -2.355 0.196
C 5.957 -1.707 -0.312
C 5.313 -1.754 -1.699
H 5.768 -1.028 -2.368
H 4.247 -1.549 -1.632
H 5.452 -2.743 -2.128
H 5.618 -2.559 0.281
H 7.048 -1.768 -0.411
H 7.252 0.598 -0.088
H 6.184 1.279 1.157
H 5.557 1.112 -1.839



[6]
Below is the molecule C20H27N3O5S, with properties calculated with wB97M-V/def2-TZVPD.

As for the energy above the lowest of the compared OMol25 structures with the same formula, charge and spin: 93.4 kcal per mole. The SMILES is COCCNC(=O)c1onc(CSc2cc(C)cc(C)c2)c1C(=O)NCCOC.

Positions of all 56 atoms, in Å:
C -5.805 0.023 0.176
H -6.494 -0.711 -0.255
O -4.525 -0.084 -0.402
C -3.950 -1.366 -0.332
C -3.374 -1.699 1.054
N -2.406 -0.709 1.457
C -1.082 -0.920 1.370
O -0.594 -2.000 1.064
C -0.276 0.280 1.677
C 1.070 0.580 1.633
C 1.094 1.997 1.865
N -0.116 2.447 2.061
O -0.967 1.408 1.958
C 2.234 2.910 1.721
H 3.138 2.495 2.161
H 1.997 3.894 2.122
S 2.634 3.119 -0.090
C 1.247 2.264 -0.829
C -0.012 2.840 -0.795
C -1.114 2.118 -1.234
C -0.918 0.836 -1.732
C 0.346 0.265 -1.804
C 1.436 0.992 -1.344
H 2.423 0.559 -1.364
C 0.523 -1.132 -2.314
H 0.061 -1.839 -1.624
H 1.579 -1.370 -2.401
H 0.046 -1.250 -3.286
H -1.776 0.272 -2.071
C -2.490 2.706 -1.161
H -2.570 3.385 -0.315
H -3.238 1.922 -1.067
H -2.701 3.272 -2.069
H -0.137 3.834 -0.391
C 2.305 -0.242 1.517
O 3.397 0.235 1.779
N 2.121 -1.522 1.165
C 3.236 -2.419 1.001
C 3.537 -2.701 -0.483
O 3.747 -1.555 -1.264
C 4.902 -0.809 -0.933
H 5.035 -0.087 -1.737
H 5.783 -1.459 -0.879
H 4.784 -0.274 0.014
H 2.678 -3.201 -0.940
H 4.411 -3.369 -0.536
H 3.016 -3.369 1.495
H 4.102 -1.954 1.479
H 1.185 -1.866 0.963
H -2.737 0.237 1.574
H -2.866 -2.664 1.012
H -4.170 -1.741 1.802
H -4.678 -2.137 -0.618
H -3.135 -1.358 -1.060
H -6.157 1.027 -0.051
H -5.780 -0.109 1.263



| no. | E_tot (eV) | E_HOMO (eV) | F_max (eV/A) |
| --- | --- | --- | --- |
| 1 | -87454.4084 | -12.63 | 2.4 |
| 2 | -89695.2291 | -10.25 | 7.3 |
| 3 | -33820.8713 | -8.20 | 14.6 |
| 4 | -44674.6969 | -7.50 | 0.9 |
| 5 | -44672.6055 | -8.01 | 1.1 |
| 6 | -46720.6168 | -8.44 | 1.4 |